# 1
Here is a 8-piece molecular cluster, C26H47N3O28S9 overall from the Open Molecules 2025 dataset. Energies are from ωB97M-V/def2-TZVPD.

HOMO-LUMO gap in eV: 8.085
SMILES: CCN(CC)C(=S)SCCC[C@@H](C#N)CC#N.O=S1(=O)OCCO1.O=S1(=O)OCCO1.O=S1(=O)OCCO1.O=S1(=O)OCCO1.O=S1(=O)OCCO1.O=S1(=O)OCCO1.O=S1(=O)OCCO1
Highest occupied orbital energy in eV: -8.117

```
! wB97M-V def2-TZVPD RIJCOSX def2/J DEFGRID3
* xyz 0 1
C -4.87 -1.14 2.33
C -3.34 -1.03 2.49
N -2.73 -0.11 1.52
C -3.18 -0.29 0.11
C -4.20 0.78 -0.28
C -1.36 -0.03 1.61
S -0.40 -0.98 2.54
S -0.56 1.25 0.62
C 0.21 2.31 1.90
C -0.67 3.57 2.02
C -2.06 3.27 2.57
C -3.13 4.29 2.10
C -4.36 3.94 2.84
N -5.31 3.59 3.38
C -2.72 5.75 2.40
C -2.59 5.94 3.85
N -2.69 6.09 4.98
H -5.15 -1.67 1.42
H -5.20 -1.76 3.16
H -5.35 -0.16 2.35
H -3.20 -0.57 3.47
H -2.93 -2.04 2.46
H -2.34 -0.13 -0.56
H -3.53 -1.30 -0.09
H -3.80 1.77 -0.08
H -5.11 0.70 0.32
H -4.48 0.65 -1.33
H 1.22 2.56 1.61
H 0.27 1.80 2.86
H -0.67 4.04 1.03
H -0.15 4.24 2.72
H -2.43 2.29 2.26
H -2.03 3.24 3.66
H -3.34 4.11 1.04
H -1.78 5.97 1.89
H -3.50 6.41 2.03
O -2.90 12.66 4.09
S -2.45 11.64 3.21
O -2.40 11.82 1.81
O -3.27 10.30 3.54
C -2.36 9.24 3.89
C -1.17 9.93 4.49
O -1.01 11.12 3.70
H -2.09 8.71 2.97
H -2.83 8.55 4.58
H -0.26 9.33 4.45
H -1.36 10.23 5.52
O -3.74 -3.63 0.83
S -4.13 -4.03 -0.48
O -5.37 -3.62 -1.05
O -4.01 -5.63 -0.55
C -3.11 -6.00 -1.61
C -2.15 -4.83 -1.72
O -2.97 -3.67 -1.49
H -3.69 -6.12 -2.53
H -2.61 -6.93 -1.38
H -1.66 -4.78 -2.69
H -1.39 -4.86 -0.93
O 3.39 5.65 -1.29
S 3.22 4.54 -0.42
O 1.93 4.06 -0.06
O 4.07 4.80 0.91
C 5.01 3.73 1.11
C 5.32 3.23 -0.28
O 4.07 3.30 -0.97
H 4.52 2.95 1.71
H 5.89 4.09 1.63
H 5.70 2.21 -0.28
H 6.03 3.88 -0.79
O -0.89 -6.35 0.18
S -0.40 -6.89 1.40
O 0.23 -6.07 2.38
O 0.56 -8.12 1.05
C 0.08 -9.32 1.68
C -1.41 -9.12 1.80
O -1.56 -7.73 2.10
H 0.55 -9.39 2.67
H 0.35 -10.19 1.09
H -1.86 -9.73 2.57
H -1.91 -9.31 0.85
O 2.79 -3.39 -2.62
S 1.52 -3.43 -3.25
O 0.78 -4.63 -3.40
O 1.64 -2.71 -4.67
C 0.72 -1.61 -4.73
C 0.57 -1.14 -3.30
O 0.57 -2.35 -2.53
H -0.23 -1.98 -5.13
H 1.11 -0.83 -5.39
H -0.35 -0.59 -3.13
H 1.42 -0.53 -2.99
O 5.57 -1.81 3.06
S 5.61 -2.17 1.69
O 6.74 -1.89 0.88
O 4.30 -1.59 0.98
C 3.55 -2.66 0.37
C 3.86 -3.87 1.21
O 5.25 -3.72 1.55
H 3.91 -2.78 -0.65
H 2.49 -2.42 0.36
H 3.70 -4.80 0.68
H 3.29 -3.87 2.14
O 2.82 -3.17 -8.89
S 3.48 -2.79 -7.69
O 2.95 -3.11 -6.41
O 3.77 -1.22 -7.75
C 5.17 -0.96 -7.61
C 5.84 -2.20 -8.17
O 5.00 -3.28 -7.75
H 5.39 -0.84 -6.55
H 5.45 -0.06 -8.14
H 6.85 -2.33 -7.80
H 5.86 -2.19 -9.26
*
```



# 2
Here is one molecule with the formula C10H16N4O4 from the Open Molecules 2025 dataset. Energies are from ωB97M-V/def2-TZVPD.

HOMO-LUMO gap in eV: 8.013
SMILES: CC(=O)/C(=N\O)N1CCN(/C(=N/O)C(C)=O)CC1
Highest occupied orbital energy in eV: -8.308
Energy above the lowest of the compared OMol25 structures with the same formula, charge and spin in kcal/mol: 221.09

```
! wB97M-V def2-TZVPD RIJCOSX def2/J DEFGRID3
* xyz 0 1
C 2.40 1.42 3.67
C 1.79 0.06 3.48
O 1.02 -0.28 4.32
C 1.90 -0.57 2.07
N 2.95 -1.37 1.91
O 4.01 -1.41 2.85
N 1.08 -0.46 0.91
C -0.21 0.37 1.01
C -1.26 0.30 -0.15
N -0.59 0.19 -1.52
C -1.48 -0.17 -2.55
N -0.78 -0.34 -3.68
O -1.56 -0.56 -4.90
C -3.01 -0.38 -2.52
C -4.07 0.36 -1.72
O -3.57 -1.22 -3.21
C 0.91 0.16 -1.62
C 1.45 -0.76 -0.50
H 2.59 1.90 2.74
H 3.32 1.40 4.26
H 1.65 1.98 4.27
H 4.80 -1.96 2.63
H 0.10 1.35 1.13
H -0.70 -0.01 1.87
H -1.91 1.12 -0.08
H -1.96 -0.56 0.10
H -2.19 -1.32 -4.67
H -4.88 -0.27 -1.26
H -4.62 1.04 -2.41
H -3.78 1.13 -1.04
H 1.36 1.17 -1.49
H 1.41 0.00 -2.65
H 1.23 -1.75 -0.74
H 2.61 -0.57 -0.51
*
```



# 3
Here is a 2-piece molecular cluster, C12H24BNO5 overall from the Open Molecules 2025 dataset. Energies are from ωB97M-V/def2-TZVPD.

HOMO-LUMO gap in eV: 8.571
SMILES: CB(O)[C@@H]1OC(=O)C[C@@H]1N=C(C)C.COCCOC
Highest occupied orbital energy in eV: -8.072
Energy above the lowest of the compared OMol25 structures with the same formula, charge and spin in kcal/mol: 79.35

```
! wB97M-V def2-TZVPD RIJCOSX def2/J DEFGRID3
* xyz 0 1
C 2.08 1.25 0.16
B 0.52 1.36 0.35
O -0.23 0.23 0.49
C -0.17 2.81 0.40
O -0.63 3.22 1.71
C -1.04 4.50 1.49
O -0.83 5.41 2.24
C -1.70 4.54 0.12
C -1.37 3.18 -0.53
N -2.34 2.13 -0.44
C -3.48 2.05 0.10
C -4.65 2.99 -0.17
C -3.74 0.89 1.02
H 2.50 0.73 1.03
H 2.36 0.67 -0.72
H 2.55 2.23 0.10
H 0.18 -0.52 0.05
H 0.61 3.54 0.12
H -1.17 5.32 -0.43
H -2.74 4.87 0.15
H -0.96 3.26 -1.54
H -5.56 2.65 0.31
H -4.80 2.98 -1.25
H -4.45 4.03 0.10
H -4.79 0.60 1.08
H -3.18 0.03 0.66
H -3.37 1.15 2.01
C 2.26 -4.76 -2.37
O 3.15 -5.19 -1.36
C 3.93 -4.15 -0.81
C 3.37 -3.64 0.50
O 2.10 -3.02 0.35
C 1.02 -3.87 0.69
H 1.53 -5.56 -2.53
H 1.74 -3.85 -2.10
H 2.80 -4.60 -3.31
H 4.03 -3.32 -1.52
H 4.93 -4.55 -0.62
H 4.05 -2.88 0.90
H 3.31 -4.46 1.23
H 0.91 -3.93 1.78
H 1.13 -4.87 0.28
H 0.12 -3.42 0.28
*
```



# 4
Here is one molecule with the formula C2H2IN3 from the Open Molecules 2025 dataset. Energies are from ωB97M-V/def2-TZVPD.

HOMO-LUMO gap in eV: 7.676
Highest occupied orbital energy in eV: -8.598
Energy above the lowest of the compared OMol25 structures with the same formula, charge and spin in kcal/mol: 130.07

```
! wB97M-V def2-TZVPD RIJCOSX def2/J DEFGRID3
* xyz 0 1
C 0.40 -0.14 0.17
C 1.61 -0.83 -0.20
N 0.47 2.33 0.11
N 0.49 3.38 -0.31
N 0.42 1.20 0.64
I 3.43 0.05 0.03
H -0.40 -0.34 -0.70
H 0.17 -0.64 1.01
*
```



# 5
Here is an isolated ion of composition C2H4N3O and charge +1 from the Open Molecules 2025 dataset. Energies are from ωB97M-V/def2-TZVPD.

HOMO-LUMO gap (spin up / spin down) in eV: 8.782 / 8.781
SMILES: O[n+]1ncc[nH]1
Highest occupied orbital energy (spin up / spin down) in eV: -15.112 / -15.111
Energy above the lowest of the compared OMol25 structures with the same formula, charge and spin in kcal/mol: 132.86

```
! wB97M-V def2-TZVPD RIJCOSX def2/J DEFGRID3
* xyz 1 1
O -1.06 2.00 -0.46
N -0.04 0.90 -0.33
N 1.45 0.07 -0.78
C 1.21 -0.96 -0.11
C -0.08 -1.20 0.49
N -0.65 0.00 0.39
H -0.73 2.59 -1.12
H 1.94 -1.65 0.13
H -0.59 -2.15 0.94
H -1.45 0.39 0.85
*
```



# 6
Here is C32H27N4OPdS3 as an isolated structure from the Open Molecules 2025 dataset. Energies are from ωB97M-V/def2-TZVPD.

HOMO-LUMO gap (spin up / spin down) in eV: 7.383 / 6.511
Highest occupied orbital energy (spin up / spin down) in eV: -10.750 / -10.754

```
! wB97M-V def2-TZVPD RIJCOSX def2/J DEFGRID3
* xyz 1 3
Pd -0.37 1.58 -1.12
S -4.84 5.72 2.73
C -6.31 6.02 1.92
C -6.45 5.24 0.82
C -5.34 4.38 0.62
C -4.38 4.52 1.58
C -3.11 3.79 1.70
C -2.51 3.27 0.54
N -1.38 2.60 0.55
C -0.75 2.38 1.73
C -1.26 2.86 2.93
C -0.56 2.58 4.16
C 0.58 1.85 4.16
C 1.12 1.34 2.93
C 2.28 0.55 2.87
C 2.75 0.07 1.67
C 2.04 0.43 0.51
N 0.95 1.17 0.55
C 0.47 1.62 1.73
C 3.95 -0.78 1.58
C 4.97 -0.87 2.48
C 5.96 -1.81 2.09
C 5.67 -2.41 0.91
S 4.20 -1.85 0.26
C -2.47 3.57 2.89
H -6.99 6.76 2.31
H -7.32 5.28 0.17
H -5.28 3.66 -0.18
H -2.97 3.43 -0.43
H -0.97 2.96 5.09
H 1.10 1.64 5.08
H 2.78 0.28 3.79
H 2.36 0.10 -0.47
H 5.03 -0.27 3.38
H 6.85 -2.02 2.67
H 6.24 -3.16 0.38
H -2.90 3.94 3.82
C -1.01 -3.47 -4.29
C 0.43 -2.97 -4.26
N 0.50 -1.50 -4.21
C 0.70 -0.82 -5.50
C 2.18 -0.67 -5.84
C 0.40 -0.86 -3.05
S 0.62 0.88 -3.08
N 0.25 -1.62 -1.96
C -0.40 -1.34 -0.86
O -1.13 -0.32 -0.61
C -0.29 -2.33 0.25
C 0.34 -3.56 0.05
C 0.47 -4.45 1.10
C -0.03 -4.13 2.36
C -0.66 -2.91 2.56
C -0.79 -2.01 1.51
H -1.03 -4.56 -4.38
H -1.55 -3.05 -5.13
H -1.52 -3.19 -3.37
H 0.96 -3.27 -5.16
H 0.96 -3.37 -3.40
H 0.20 0.14 -5.48
H 0.20 -1.43 -6.25
H 2.68 -0.04 -5.10
H 2.28 -0.20 -6.82
H 2.68 -1.63 -5.87
H 0.73 -3.80 -0.93
H 0.96 -5.41 0.94
H 0.07 -4.83 3.17
H -1.06 -2.66 3.53
H -1.29 -1.06 1.65
*
```